Below is an isolated ion of composition C5H13O4Si and charge +1 at a distorted geometry, with properties calculated with ωB97M-V with the def2-TZVPD basis set.

Structure (XYZ):
```
23
Properties=species:S:1:pos:R:3:forces:R:3
C -1.927939 0.389752 -1.564764 -3.03 -0.60 -3.62
C -2.197537 0.394258 -0.105609 -2.16 1.82 0.46
C 2.375742 -1.746439 -0.710679 2.56 1.32 1.55
C 1.926776 2.469651 0.439591 0.58 -0.55 -0.67
C -1.176565 -1.036351 1.632982 0.88 1.06 -0.33
O -0.547918 0.531860 -1.771994 0.30 0.65 -0.57
O 1.078768 -1.326190 -0.399689 -0.96 0.04 0.70
O 1.402939 1.221928 0.067659 2.68 2.79 1.52
O -1.049221 -0.261930 0.438307 -0.52 -0.22 0.27
Si 0.365093 0.130991 -0.504145 -0.34 -2.68 -1.49
H -2.213179 -0.576386 -2.094230 0.17 0.78 0.97
H -2.568448 1.155633 -2.192123 1.51 -1.00 1.61
H -2.099199 1.487334 0.212734 -0.66 -1.41 0.09
H -3.183426 -0.120364 0.212791 1.84 0.89 -0.40
H 2.633561 -2.695047 -0.177256 -0.38 0.93 -0.45
H 3.159412 -0.887853 -0.415455 -1.53 -1.95 -0.51
H 2.445776 -1.851630 -1.760826 0.23 -0.39 -1.11
H 2.943208 2.423983 0.789928 0.89 -0.49 0.43
H 1.340864 3.051778 1.084609 -1.07 0.66 0.52
H 2.203699 2.846092 -0.565022 -0.30 0.49 -0.35
H -1.242064 -0.440392 2.488813 -0.16 1.12 1.17
H -1.985242 -1.634517 1.504007 -2.47 -1.79 -0.22
H -0.315992 -1.597654 1.626797 1.93 -1.47 0.41
```
Forces are in eV/Å.

Maximum force ... 0.0926 Eh/bohr
Orbital gap (spin up / spin down) ... 5.217 / 5.539 eV
E ... -21451.0940 eV
Total charge ... +1
2S+1 ... 3